Formula: C28H72F6NiO14P
Source: OMol25
Level of theory: the ωB97M-V functional and the def2-TZVPD basis

Results
* ⟨S²⟩: 3.753
* E: -125501.1585 eV
* E_HOMO (alpha / beta): -0.155 / -0.338 Eh
* multiplicity: 4

Each line ends with the Mulliken spin population.
Geometry (Å):
Ni: 0.992886 -3.533881 -1.489193  1.85
P: -0.725329 -0.806031 0.159390  0.06
F: -1.701053 0.332334 0.781088  0.00
F: 0.465552 0.259461 -0.107058  0.01
F: -0.117981 -1.277281 1.601567  0.00
F: 0.264476 -1.928281 -0.488249  0.04
F: -1.868462 -1.936198 0.390294  0.00
F: -1.316088 -0.600188 -1.356279  -0.01
C: -1.104937 2.582158 -4.513049  0.00
C: -1.809117 2.171630 -3.221733  0.00
C: -1.091341 3.071774 -2.195127  0.00
O: -0.482324 4.103846 -2.922587  0.00
C: -0.106925 3.638829 -4.199962  0.00
H: -1.830388 3.058909 -5.172243  0.00
H: -0.578153 1.737607 -4.957285  0.00
H: -1.585599 1.148598 -2.919142  0.00
H: -2.886600 2.335083 -3.241857  0.00
H: -0.268162 2.605525 -1.653735  0.00
H: -1.794483 3.431134 -1.443763  0.00
H: 0.906966 3.241659 -4.248653  0.00
H: -0.207382 4.475684 -4.891115  0.00
C: -1.010375 3.825284 1.359455  0.00
C: -0.587738 5.198673 1.842882  0.00
C: -0.198273 4.924811 3.265290  0.00
O: -1.171558 4.001372 3.670228  0.00
C: -1.518547 3.090950 2.611662  0.00
H: -0.142913 3.300273 0.959481  0.00
H: -1.856763 3.847702 0.672996  0.00
H: -1.262964 6.039908 1.686362  0.00
H: 0.308121 5.497532 1.298607  0.00
H: -0.202618 5.798822 3.916576  0.00
H: 0.803922 4.515866 3.393653  0.00
H: -2.600972 2.963238 2.599899  0.00
H: -1.062683 2.112568 2.763487  0.00
C: -0.621841 -4.539002 1.030912  0.04
O: -0.330205 -4.674136 -0.326294  -0.15
H: -0.369269 -5.496492 1.486450  0.00
H: -0.063872 -3.783190 1.583652  -0.01
H: -1.661699 -4.329193 1.281493  0.01
H: -0.785674 -5.471265 -0.606866  0.07
C: 2.586135 2.358367 -1.809070  0.00
O: 3.830439 1.934227 -2.358465  0.00
H: 2.396207 3.349781 -2.220310  0.00
H: 1.760949 1.696037 -2.070758  0.00
H: 2.617262 2.368081 -0.719559  0.00
H: 3.690784 2.036090 -3.302777  0.00
C: -2.857454 -0.749402 3.423382  0.00
O: -3.582562 -0.047506 2.479618  0.00
H: -2.175450 -0.126696 4.002368  0.00
H: -3.459135 -1.294792 4.150448  0.00
H: -2.253792 -1.546320 2.989085  0.00
H: -3.012065 0.123176 1.726632  0.00
C: 2.979834 -4.520442 0.714370  0.04
O: 2.485201 -3.417452 0.027315  0.63
H: 3.601560 -5.158786 0.086613  -0.04
H: 3.618341 -4.242967 1.553079  0.00
H: 2.149819 -5.122412 1.084237  0.03
H: 3.112195 -2.708285 0.187188  -0.04
C: -4.527595 0.532120 -1.079282  0.00
O: -5.099633 0.947341 -2.315121  0.00
C: -5.445439 -0.109119 -3.197010  0.00
C: -6.149373 0.454174 -4.436010  0.00
O: -6.704227 -0.552823 -5.238750  0.00
C: -7.371545 -0.024279 -6.392265  0.00
H: -3.980247 1.332680 -0.581663  0.00
H: -3.810486 -0.278707 -1.207402  0.00
H: -5.314541 0.165582 -0.420144  0.00
H: -6.115539 -0.700065 -2.572633  0.00
H: -4.529191 -0.646355 -3.441907  0.00
H: -5.382848 0.984354 -5.001203  0.00
H: -6.860539 1.236939 -4.172132  0.00
H: -8.088071 0.729531 -6.065961  0.00
H: -7.864264 -0.855114 -6.897261  0.00
H: -6.651908 0.478508 -7.038356  0.00
C: -1.983937 -3.493383 -2.748077  -0.03
O: -0.594680 -3.067584 -2.719721  0.27
C: -0.165786 -2.389673 -3.875461  0.00
C: 1.006406 -1.453753 -3.527331  0.03
O: 1.839535 -2.042294 -2.526905  0.12
C: 3.033021 -1.266875 -2.207811  -0.04
H: -2.644089 -2.642124 -2.581819  0.02
H: -2.175002 -4.296163 -2.035932  0.02
H: -2.203653 -3.981683 -3.697497  -0.02
H: -1.036375 -1.954032 -4.365756  0.00
H: 0.172134 -3.082544 -4.646061  -0.02
H: 0.652224 -0.462498 -3.244362  0.02
H: 1.443394 -1.323286 -4.517336  -0.01
H: 3.801680 -1.878253 -1.735066  0.06
H: 2.765731 -0.523023 -1.457248  0.02
H: 3.429656 -0.724139 -3.065842  0.00
C: 3.905382 -0.150429 1.127295  0.00
O: 4.425523 -1.437952 0.848482  0.02
C: 5.874693 -1.602213 0.978727  0.00
C: 6.344310 -2.975817 0.559205  0.00
O: 6.095061 -3.359712 -0.848006  0.00
C: 6.378203 -4.725844 -1.139041  0.01
H: 2.825096 -0.278929 1.059553  0.00
H: 4.137084 0.640106 0.413539  0.00
H: 4.048513 0.263694 2.125349  0.00
H: 6.122261 -1.464144 2.031217  0.00
H: 6.330592 -0.790253 0.412180  0.00
H: 5.850968 -3.631495 1.276702  0.00
H: 7.402989 -3.109964 0.781226  0.00
H: 7.439556 -4.869179 -1.341743  0.00
H: 5.811093 -5.019325 -2.022417  0.00
H: 6.129123 -5.405913 -0.324442  0.00
C: 1.294825 0.351134 4.106940  0.00
O: 1.134932 0.668443 5.486814  0.00
C: 0.351178 1.835650 5.697476  0.00
C: 0.098444 2.056209 7.166898  0.00
O: 1.197375 2.691532 7.794140  0.00
C: 0.976074 3.011242 9.146894  0.00
H: 1.942992 1.105937 3.661664  0.00
H: 0.360740 0.372322 3.545578  0.00
H: 1.757523 -0.635732 4.097084  0.00
H: -0.582550 1.681156 5.156742  0.00
H: 0.725993 2.740964 5.219967  0.00
H: -0.132237 1.128639 7.690821  0.00
H: -0.787700 2.661756 7.357017  0.00
H: 0.859741 2.118622 9.761544  0.00
H: 0.081924 3.617024 9.293978  0.00
H: 1.847588 3.532225 9.543311  0.00

Atomic forces in eV per Å
0.312 -1.276 -0.006
-0.477 -1.013 -0.069
1.229 -0.107 -0.654
-0.736 0.013 0.452
-0.092 1.333 -0.352
0.421 -0.456 0.074
-0.040 0.338 -0.265
0.200 0.645 0.757
-0.830 -0.844 -0.987
1.042 0.055 0.863
-0.163 -0.445 0.211
0.171 1.562 0.125
-0.178 0.597 0.508
-0.050 -0.652 -0.384
-0.457 -0.057 -0.478
-0.363 -0.143 -0.298
0.127 -0.044 0.023
-0.224 -0.793 0.158
0.168 0.506 -0.174
0.361 0.108 0.305
0.341 0.066 0.046
-0.864 -0.621 -0.094
1.584 0.603 -0.961
-0.383 0.176 0.266
-0.765 -0.853 1.464
0.495 1.177 0.187
-0.216 -0.013 -0.347
0.481 0.070 -0.438
-0.489 -0.395 0.373
0.090 0.102 -0.237
-0.437 0.010 0.076
0.319 -0.315 -0.406
0.014 0.028 0.188
0.162 -0.030 0.022
-0.255 -0.637 2.498
-0.186 0.597 -0.426
-0.033 -0.066 0.399
0.359 0.178 -0.799
-0.186 0.037 -0.535
0.266 -0.222 -0.632
-0.071 0.278 -0.154
-0.177 -0.346 0.154
-0.452 0.175 0.447
-0.050 -0.157 -0.172
0.315 0.159 -0.083
0.428 -0.095 -0.165
0.985 -1.016 0.676
-1.179 0.306 -0.009
0.130 0.312 0.097
-0.651 0.404 -0.095
0.221 0.005 -0.321
-0.135 -0.099 0.199
0.467 -1.549 0.570
-0.387 0.424 -0.080
-0.103 -0.042 -0.313
-0.241 0.333 0.149
0.032 0.044 0.010
0.325 0.843 -0.097
-0.265 -0.593 -0.285
0.619 1.227 -0.302
-0.533 0.267 1.188
0.976 0.432 0.046
-0.393 -0.271 -0.111
0.500 -0.046 0.953
-0.290 0.301 -0.328
0.104 -0.143 -0.218
-0.083 0.012 0.208
-0.226 -0.857 -0.585
-0.082 -0.387 -0.271
0.288 0.190 -0.284
-0.429 -0.167 0.342
-0.323 -0.016 -0.096
0.091 0.163 0.033
0.093 -0.088 -0.267
0.388 -0.353 -0.405
-1.272 -0.483 0.171
0.178 -0.282 -0.206
-1.312 0.234 -0.711
1.012 0.811 -1.432
-0.461 0.419 0.594
0.125 -0.007 0.083
0.383 0.492 0.395
0.084 0.314 -0.334
0.142 0.962 0.299
0.299 -0.585 0.250
-0.022 -0.008 0.581
1.037 -0.002 0.205
-0.193 -0.425 -0.472
-0.221 0.142 -0.066
-0.131 -0.367 -0.158
-1.196 0.159 -0.031
1.070 -0.559 0.062
-0.957 0.992 -0.779
-0.393 -0.833 -0.875
-0.303 0.691 1.858
0.216 0.234 0.155
-0.139 -0.023 -0.057
0.602 -0.228 -0.350
0.646 -0.449 0.284
0.201 -0.095 0.112
0.203 -0.018 -0.149
-0.346 -0.668 -0.372
0.244 0.387 -0.089
0.193 0.080 -0.077
-0.033 0.183 0.063
-0.263 0.076 0.202
0.235 0.465 0.887
-0.018 0.243 -0.040
-0.489 -0.507 -0.307
-0.052 0.166 0.687
0.418 0.194 -0.160
0.102 -0.332 0.035
0.305 -0.026 -0.300
-0.247 -0.265 0.120
-0.073 0.096 -0.319
-0.543 -0.028 0.268
0.689 0.095 0.114
0.203 -0.513 -0.161
-0.264 0.359 -0.494
-0.108 -0.337 0.028
-0.136 0.242 -0.113
-0.031 0.132 -0.285